Formula: C30H45FN8O5P
Source: the OMol25 dataset
Level of theory: ωB97M-V/def2-TZVPD

Bonds (Å) are listed after each position.
Element x y z (Å)
1 C 1.585 -3.972 3.253  C2 1.420, H34 1.189
2 C 0.953 -2.788 2.788  C1 1.420, C3 1.639
3 C 0.134 -1.517 2.153  C2 1.639, C4 1.673, H35 1.193, H36 1.177
4 C 1.054 -0.607 1.093  C3 1.673, C5 1.666, H37 1.169, H38 1.177
5 C 0.984 -1.328 -0.408  C4 1.666, N6 1.497, H39 1.194, H40 1.170
6 N 0.318 -0.506 -1.466  C5 1.497, C7 1.499, C11 1.502
7 C 0.050 -1.220 -2.755  N6 1.499, C8 1.633, H41 1.193, H42 1.192
8 C 0.762 -2.677 -2.948  C7 1.633, O9 1.334, O10 1.501
9 O 2.068 -2.948 -2.971  C8 1.334
10 O -0.149 -3.851 -3.163  C8 1.501, H43 1.021
11 C 0.853 0.889 -1.619  N6 1.502, N12 1.503, N22 1.402
12 N 2.244 1.330 -1.982  C11 1.503, C13 1.502, P18 1.771
13 C 2.782 0.721 -3.246  N12 1.502, C14 1.670, H44 1.192, H45 1.169
14 C 2.209 1.456 -4.631  C13 1.670, C15 1.666, H46 1.172, H47 1.173
15 C 3.089 1.028 -5.979  C14 1.666, C16 1.640, H48 1.193, H49 1.180
16 C 3.358 -0.586 -6.102  C15 1.640, C17 1.412
17 C 3.840 -1.908 -6.223  C16 1.412, H50 1.172
18 P 3.388 1.340 -0.630  N12 1.771, O19 1.613, O20 1.740, O21 1.777
19 O 2.743 2.094 0.641  P18 1.613
20 O 4.110 -0.194 -0.235  P18 1.740, H51 1.022
21 O 4.732 2.392 -1.124  P18 1.777, H52 1.022
22 N -0.075 1.923 -1.424  C11 1.402, C23 1.544, C26 1.519
23 C 0.345 3.402 -1.571  N22 1.544, C24 1.660, H53 1.170, H54 1.194
24 C 0.236 3.927 -3.141  C23 1.660, F25 1.489, H55 1.194, H56 1.170
25 F -0.517 2.917 -3.936  C24 1.489
26 C -1.532 1.704 -1.055  N22 1.519, C27 1.653, H57 1.169, H58 1.194
27 C -1.740 1.900 0.573  C26 1.653, C28 1.641, H59 1.194, H60 1.194
28 C -2.466 0.631 1.319  C27 1.641, C29 1.641, H61 1.171, H62 1.193
29 C -4.091 0.777 1.489  C28 1.641, N30 1.543, H63 1.191, H64 1.189
30 N -4.885 0.048 0.384  C29 1.543, C31 1.539, H65 1.044
31 C -4.650 -1.466 0.519  N30 1.539, N32 1.375, N33 1.522
32 N -5.014 -2.217 1.612  C31 1.375, H66 1.047
33 N -3.947 -2.170 -0.633  C31 1.522, H67 1.049, H68 1.065
34 H 1.790 -5.042 3.730  C1 1.189
35 H -0.839 -1.928 1.599  C3 1.193
36 H -0.242 -0.859 3.054  C3 1.177
37 H 0.585 0.463 1.120  C4 1.169
38 H 2.139 -0.613 1.549  C4 1.177
39 H 0.300 -2.291 -0.233  C5 1.194
40 H 2.050 -1.738 -0.660  C5 1.170
41 H -1.130 -1.387 -2.821  C7 1.193
42 H 0.319 -0.576 -3.721  C7 1.192
43 H 0.162 -4.194 -4.073  O10 1.021
44 H 3.954 0.936 -3.259  C13 1.192
45 H 2.662 -0.438 -3.349  C13 1.169
46 H 2.390 2.606 -4.490  C14 1.172
47 H 1.099 1.158 -4.862  C14 1.173
48 H 2.518 1.456 -6.936  C15 1.193
49 H 4.103 1.628 -5.922  C15 1.180
50 H 4.270 -2.997 -6.270  C17 1.172
51 H 4.272 -0.235 0.772  O20 1.022
52 H 5.580 2.076 -0.649  O21 1.022
53 H 1.370 3.641 -1.060  C23 1.170
54 H -0.469 4.043 -0.977  C23 1.194
55 H -0.444 4.908 -3.145  C24 1.194
56 H 1.261 4.248 -3.605  C24 1.170
57 H -2.010 0.730 -1.490  C26 1.169
58 H -2.128 2.609 -1.557  C26 1.194
59 H -0.731 2.201 1.134  C27 1.194
60 H -2.461 2.836 0.742  C27 1.194
61 H -2.107 -0.348 0.787  C28 1.171
62 H -2.018 0.599 2.424  C28 1.193
63 H -4.381 1.931 1.545  C29 1.191
64 H -4.396 0.309 2.538  C29 1.189
65 H -5.897 0.221 0.579  N30 1.044
66 H -5.479 -1.585 2.307  N32 1.047
67 H -3.856 -1.548 -1.472  N33 1.049
68 H -2.980 -2.444 -0.282  N33 1.065
69 N 1.530 4.677 5.062  C70 1.351, C74 1.351
70 C 1.962 5.912 4.728  N69 1.351, C71 1.386, H75 1.086
71 C 2.628 6.203 3.548  C70 1.386, C72 1.391, H76 1.084
72 C 2.871 5.164 2.656  C71 1.391, C73 1.391, H77 1.086
73 C 2.440 3.879 2.973  C72 1.391, C74 1.386, H78 1.084
74 C 1.779 3.688 4.175  N69 1.351, C73 1.386, H79 1.086
75 H 1.751 6.689 5.457  C70 1.086
76 H 2.951 7.215 3.330  C71 1.084
77 H 3.392 5.352 1.722  C72 1.086
78 H 2.615 3.048 2.300  C73 1.084
79 H 1.419 2.705 4.466  C74 1.086
80 N -2.930 -4.667 4.535  C81 1.351, C85 1.351
81 C -2.959 -5.986 4.828  N80 1.351, C82 1.386, H86 1.086
82 C -3.350 -6.966 3.930  C81 1.386, C83 1.391, H87 1.084
83 C -3.739 -6.573 2.654  C82 1.391, C84 1.391, H88 1.086
84 C -3.721 -5.222 2.323  C83 1.391, C85 1.386, H89 1.084
85 C -3.312 -4.316 3.288  N80 1.351, C84 1.386, H90 1.086
86 H -2.650 -6.242 5.837  C81 1.086
87 H -3.351 -8.011 4.219  C82 1.084
88 H -4.052 -7.313 1.923  C83 1.086
89 H -4.019 -4.883 1.337  C84 1.084
90 H -3.277 -3.251 3.077  C85 1.086

## Properties
Kohn-Sham gap, eV: 6.10
E_LUMO, eV: -4.78
E_tot, eV: -65980.8112
Highest occupied orbital energy, eV: -10.88
Charge: +1